Entry 1:
The following is a DFT calculation (ωB97M-V/def2-TZVPD) of a 10-piece molecular cluster, C30H60O20S5 overall at a distorted geometry.

Last column: Löwdin charge in e.
Element x y z (Å)
C (2.89, 2.80, -27.53)  -0.009
C (1.38, 2.80, -27.59)  -0.310
C (0.63, 3.73, -26.64)  -0.101
O (-0.43, 4.24, -27.44)  0.041
C (-0.16, 4.03, -28.75)  -0.557
O (-0.85, 4.39, -29.64)  0.169
O (0.97, 3.30, -28.87)  0.086
H (3.23, 3.83, -27.63)  0.072
H (3.27, 2.18, -28.34)  0.090
H (3.23, 2.33, -26.61)  0.091
H (1.02, 1.77, -27.46)  0.153
H (1.19, 4.60, -26.30)  0.108
H (0.23, 3.20, -25.77)  0.128
C (-2.05, 13.57, -26.41)  -0.016
C (-3.02, 14.68, -26.67)  -0.281
C (-2.60, 15.83, -27.59)  -0.119
O (-3.73, 16.10, -28.39)  0.069
C (-4.56, 15.02, -28.36)  -0.568
O (-5.52, 14.90, -29.05)  0.162
O (-4.14, 14.14, -27.44)  0.026
H (-1.35, 13.39, -27.22)  0.091
H (-2.57, 12.66, -26.11)  0.066
H (-1.41, 13.85, -25.57)  0.094
H (-3.53, 15.06, -25.78)  0.156
H (-1.73, 15.56, -28.21)  0.133
H (-2.22, 16.69, -27.03)  0.134
C (-1.45, 6.20, -25.01)  -0.014
C (-1.48, 7.37, -24.07)  -0.281
C (-0.16, 8.12, -24.00)  -0.074
O (-0.63, 9.47, -23.74)  0.058
C (-1.79, 9.60, -24.39)  -0.564
O (-2.31, 10.63, -24.69)  0.147
O (-2.34, 8.39, -24.64)  0.080
H (-2.42, 5.71, -25.10)  0.070
H (-0.77, 5.42, -24.65)  0.072
H (-1.16, 6.47, -26.03)  0.085
H (-1.87, 7.08, -23.09)  0.129
H (0.38, 8.11, -24.94)  0.107
H (0.44, 7.77, -23.17)  0.117
C (-3.54, 7.33, -20.38)  -0.015
C (-3.76, 6.78, -18.99)  -0.294
C (-5.23, 6.68, -18.60)  -0.089
O (-5.27, 5.50, -17.80)  0.070
C (-4.25, 4.70, -18.19)  -0.593
O (-4.15, 3.54, -17.94)  0.162
O (-3.38, 5.38, -18.97)  0.054
H (-3.62, 8.42, -20.27)  0.101
H (-4.28, 6.94, -21.08)  0.063
H (-2.55, 7.16, -20.80)  0.078
H (-3.18, 7.26, -18.20)  0.158
H (-5.85, 6.53, -19.49)  0.119
H (-5.60, 7.54, -18.04)  0.140
C (-1.50, 3.94, -21.89)  -0.023
C (-0.02, 4.18, -21.60)  -0.270
C (0.89, 3.07, -22.16)  -0.067
O (1.77, 3.74, -23.07)  0.065
C (1.51, 5.06, -23.08)  -0.575
O (2.15, 5.88, -23.66)  0.153
O (0.39, 5.32, -22.39)  0.051
H (-1.89, 3.22, -21.17)  0.096
H (-1.60, 3.56, -22.90)  0.093
H (-2.05, 4.87, -21.83)  0.058
H (0.12, 4.41, -20.55)  0.155
H (0.31, 2.33, -22.70)  0.128
H (1.50, 2.57, -21.41)  0.134
C (2.67, 10.73, -23.11)  -0.254
S (4.38, 10.82, -22.49)  0.802
O (4.96, 12.04, -23.11)  -0.554
C (3.96, 11.19, -20.79)  -0.279
H (2.27, 9.74, -22.90)  0.041
H (2.76, 10.93, -24.18)  0.037
H (2.09, 11.51, -22.64)  0.057
H (3.44, 10.32, -20.39)  0.052
H (3.35, 12.09, -20.68)  0.058
H (4.91, 11.32, -20.26)  0.047
C (-5.61, 10.90, -25.92)  -0.263
S (-5.67, 11.39, -27.66)  0.818
O (-5.69, 10.15, -28.48)  -0.539
C (-7.35, 12.01, -27.63)  -0.267
H (-4.66, 10.37, -25.79)  0.021
H (-6.40, 10.18, -25.70)  0.050
H (-5.64, 11.77, -25.28)  0.053
H (-7.63, 12.33, -28.63)  0.052
H (-7.40, 12.92, -27.02)  0.052
H (-8.04, 11.22, -27.33)  0.054
C (-5.35, 3.85, -21.35)  -0.234
S (-5.22, 4.46, -23.04)  0.829
O (-4.16, 5.50, -23.14)  -0.551
C (-6.81, 5.26, -23.13)  -0.256
H (-6.10, 3.07, -21.34)  0.065
H (-5.58, 4.67, -20.67)  0.038
H (-4.36, 3.50, -21.08)  0.041
H (-7.07, 5.63, -24.12)  0.055
H (-6.83, 6.10, -22.43)  0.057
H (-7.59, 4.55, -22.83)  0.058
C (3.90, 6.82, -26.83)  -0.252
S (2.50, 7.66, -27.60)  0.859
O (1.30, 6.90, -27.12)  -0.555
C (2.50, 9.09, -26.50)  -0.267
H (4.74, 7.51, -26.75)  0.058
H (4.22, 6.01, -27.47)  0.036
H (3.56, 6.47, -25.86)  0.045
H (3.31, 9.79, -26.72)  0.061
H (2.61, 8.70, -25.48)  0.040
H (1.51, 9.51, -26.61)  0.055
C (-4.65, 7.25, -26.60)  -0.274
S (-5.26, 6.32, -28.01)  0.820
O (-5.70, 7.39, -28.94)  -0.556
C (-3.63, 5.76, -28.59)  -0.248
H (-5.46, 7.87, -26.22)  0.038
H (-3.79, 7.84, -26.89)  0.054
H (-4.37, 6.60, -25.76)  0.025
H (-3.59, 4.67, -28.55)  0.040
H (-2.80, 6.14, -27.98)  0.031
H (-3.51, 6.06, -29.62)  0.059

Summary:
* orbital gap: 7.71 eV
* ΔE to the lowest compared entry with this formula, charge and spin: 0.0 kcal per mole
* HOMO level: -7.7 eV
* total charge: 0



Entry 2:
The following is a DFT calculation (ωB97M-V/def2-TZVPD) of a 2-piece molecular cluster, C14H13N2OS2 overall at a distorted geometry.

Last column: Löwdin charge in e.
Element x y z (Å)
C (-1.08, -1.04, 2.26)  0.031
C (-0.07, -0.21, 2.57)  -0.264
C (1.24, -0.69, 2.56)  -0.224
N (2.32, -1.13, 2.55)  0.185
C (-0.29, 1.12, 2.95)  -0.188
N (-0.52, 2.21, 3.26)  0.180
C (-2.50, -0.66, 2.30)  -0.202
C (-2.97, 0.49, 1.68)  -0.024
C (-4.30, 0.84, 1.77)  -0.073
C (-5.18, 0.06, 2.49)  -0.092
C (-4.73, -1.08, 3.11)  -0.092
C (-3.40, -1.45, 3.02)  -0.035
H (-0.84, -2.06, 2.04)  0.135
H (-2.28, 1.12, 1.15)  0.120
H (-4.65, 1.74, 1.29)  0.105
H (-6.21, 0.35, 2.58)  0.099
H (-5.40, -1.68, 3.70)  0.099
H (-3.04, -2.33, 3.52)  0.112
C (4.86, 0.60, -2.95)  -0.057
C (3.44, 0.20, -3.32)  -0.497
C (2.72, 1.28, -4.10)  -0.077
O (2.70, -0.11, -2.12)  -0.196
C (1.61, -0.90, -2.29)  -1.422
S (0.63, -1.10, -0.94)  0.424
S (1.21, -1.65, -3.74)  0.458
H (5.46, 0.83, -3.83)  0.072
H (4.84, 1.48, -2.31)  0.075
H (5.36, -0.20, -2.40)  0.076
H (3.48, -0.73, -3.91)  0.078
H (3.23, 1.53, -5.03)  0.074
H (1.69, 0.98, -4.34)  0.042
H (2.65, 2.19, -3.50)  0.078

Summary:
* orbital gap: 4.96 eV
* ΔE to the lowest compared entry with this formula, charge and spin: 0.0 kcal per mole
* HOMO level: -3.2 eV
* total charge: -1